{
  "formula": "C5H10O4Rb",
  "method": "the ωB97M-V functional and the def2-TZVPD basis",
  "species": ["Rb", "C", "C", "O", "C", "O", "O", "H", "H", "H", "H", "C", "C", "O", "H", "H", "H", "H", "H", "H"],
  "positions_angstrom": [[-0.0618, 2.4016, -0.2461], [1.0122, -0.9963, -0.3380], [1.7617, -1.2353, 1.0306], [2.0622, 0.0718, 1.4433], [1.6057, 0.9474, 0.6330], [1.5463, 2.1420, 0.8439], [1.1087, 0.3720, -0.4982], [0.0222, -1.4523, -0.3376], [1.6037, -1.5238, -1.0862], [2.6715, -1.8080, 0.8507], [1.0815, -1.7110, 1.7372], [-2.4893, 0.4186, -0.0355], [-1.0495, 0.1145, -0.3743], [-0.3829, 0.7640, -1.4916], [-3.1966, 0.0039, -0.7537], [-2.7695, 1.4711, 0.0081], [-2.7254, 0.2216, 1.0102], [-0.8064, -0.9391, -0.5122], [-0.3864, 0.3729, 0.4514], [-0.6078, 0.3643, -2.3350]],
  "energy_ha": -520.97321,
  "charge": 1,
  "orbital_gap_ev": 10.95
}

=====

{
  "formula": "C7H17FeO3",
  "method": "the ωB97M-V functional and the def2-TZVPD basis",
  "species": ["C", "O", "C", "C", "O", "C", "C", "O", "C", "Fe", "H", "H", "H", "H", "H", "H", "H", "H", "H", "H", "H", "H", "H", "H", "C", "H", "H", "H"],
  "positions_angstrom": [[-0.4554, 2.8344, -0.7220], [-0.2300, 1.4641, -0.3389], [-1.3664, 0.6682, -0.2888], [-1.0975, -0.6864, 0.2581], [0.1754, -1.1169, -0.2527], [0.7660, -2.2579, 0.3757], [2.1620, -2.3817, -0.1853], [2.7781, -1.0858, -0.1129], [4.1998, -1.1010, -0.2778], [1.4679, 0.3639, -0.4950], [0.4971, 3.3637, -0.6311], [-0.8185, 2.8701, -1.7559], [-1.1877, 3.2724, -0.0361], [-2.0262, 0.7954, -1.1497], [-3.2445, 1.4497, 0.4764], [-1.8843, -1.3870, -0.0470], [-1.0392, -0.6784, 1.3603], [0.1830, -3.1590, 0.1494], [0.7886, -2.0953, 1.4631], [2.1520, -2.7067, -1.2350], [2.7403, -3.0965, 0.4132], [4.5454, -0.0634, -0.2481], [4.6502, -1.6673, 0.5459], [4.4560, -1.5571, -1.2422], [-4.3185, 1.8932, 0.9019], [-5.0523, 1.8994, 0.0876], [-4.1665, 2.9133, 1.2717], [-4.6747, 1.2524, 1.7151]],
  "energy_ha": -1765.56335,
  "spin_multiplicity": 6,
  "charge": 2,
  "relative_energy_kj_mol": 33.0,
  "orbital_gap_ev": [7.51, 7.72]
}

=====

{
  "formula": "C17H50O13",
  "method": "the ωB97M-V functional and the def2-TZVPD basis",
  "species": ["C", "C", "O", "H", "H", "H", "H", "H", "H", "C", "C", "O", "H", "H", "H", "H", "H", "H", "C", "C", "C", "O", "H", "H", "H", "H", "H", "H", "H", "H", "C", "C", "O", "O", "H", "H", "H", "H", "H", "H", "C", "C", "O", "O", "H", "H", "H", "H", "H", "H", "C", "C", "O", "O", "H", "H", "H", "H", "H", "H", "C", "C", "O", "O", "H", "H", "H", "H", "H", "H", "C", "C", "O", "O", "H", "H", "H", "H", "H", "H"],
  "positions_angstrom": [[-9.3295, -3.0075, 13.6782], [-10.5644, -3.8256, 13.9636], [-10.2573, -5.1078, 14.3539], [-9.6210, -2.0114, 13.3449], [-8.7643, -3.4931, 12.8827], [-8.7109, -2.9184, 14.5712], [-11.1923, -3.9272, 13.0784], [-11.1986, -3.4357, 14.7598], [-11.0910, -5.5823, 14.3166], [-9.4317, -2.5905, 17.6339], [-8.9459, -1.6383, 18.7011], [-8.3540, -0.4761, 18.1809], [-10.0353, -3.3243, 18.1680], [-8.6006, -3.1064, 17.1530], [-9.9851, -1.9863, 16.9150], [-8.2047, -2.0640, 19.3776], [-9.7513, -1.2832, 19.3440], [-8.1627, 0.0206, 18.9799], [-8.4573, -7.9781, 16.4976], [-9.6351, -7.3341, 17.2230], [-9.9523, -8.0169, 18.5420], [-9.3515, -6.0105, 17.4910], [-8.6277, -9.0539, 16.5367], [-7.5323, -7.7314, 17.0188], [-8.3974, -7.7692, 15.4294], [-10.5089, -7.5055, 16.5944], [-10.6633, -7.3932, 19.0840], [-9.1149, -8.2293, 19.2067], [-10.4798, -8.9612, 18.4075], [-9.0177, -5.5866, 16.6970], [-4.5722, -5.0409, 15.5735], [-5.3335, -3.7985, 15.9460], [-5.9764, -3.2821, 14.8233], [-5.4091, -6.1366, 15.2324], [-3.9767, -5.3761, 16.4226], [-3.9899, -4.8829, 14.6657], [-4.6730, -2.9900, 16.2592], [-6.0003, -4.0089, 16.7821], [-6.2572, -2.4191, 15.1364], [-6.0380, -5.8154, 14.5821], [-13.0346, -4.6329, 17.0896], [-12.9706, -5.1891, 18.5107], [-14.0866, -4.7846, 19.2672], [-14.1465, -5.1497, 16.3352], [-12.1431, -4.8468, 16.5002], [-13.1552, -3.5539, 17.1870], [-12.0592, -4.8705, 19.0166], [-12.8878, -6.2738, 18.4427], [-13.8538, -3.9224, 19.6195], [-14.0922, -4.7444, 15.4667], [-4.6693, -2.5704, 10.6669], [-5.6876, -3.6348, 11.1127], [-5.2761, -4.3012, 12.3266], [-4.5544, -1.6097, 11.7220], [-5.0506, -2.1350, 9.7432], [-3.7058, -3.0583, 10.5198], [-5.9109, -4.3332, 10.3061], [-6.6531, -3.1939, 11.3608], [-5.6871, -3.8198, 13.0483], [-4.3590, -2.0227, 12.5663], [-13.6409, -5.5437, 12.4936], [-13.4162, -6.9561, 12.8930], [-12.3301, -7.0448, 13.8042], [-14.2533, -4.7323, 13.4587], [-14.2383, -5.5557, 11.5819], [-12.7080, -5.0771, 12.1772], [-13.1971, -7.5896, 12.0334], [-14.2720, -7.4985, 13.2951], [-12.4205, -7.9059, 14.2188], [-14.7468, -3.9881, 13.1063], [-7.9244, -6.4535, 12.3002], [-6.8904, -7.4784, 11.9259], [-7.1768, -8.0798, 10.7434], [-7.6386, -5.9903, 13.6480], [-8.9239, -6.8882, 12.3158], [-7.9460, -5.5584, 11.6785], [-6.9882, -8.2806, 12.6573], [-5.8787, -7.1011, 12.0746], [-7.8099, -8.7602, 10.9841], [-8.3616, -5.4551, 13.9835]],
  "energy_ha": -1655.68579,
  "smiles": "CC(C)O.OCCO.OCCO.OCCO.OCCO.OCCO.CCO.CCO",
  "orbital_gap_ev": 9.85
}

=====

{
  "formula": "C5H6OS2",
  "method": "the ωB97M-V functional and the def2-TZVPD basis",
  "species": ["C", "C", "C", "C", "C", "H", "H", "H", "H", "H", "H", "O", "S", "S"],
  "positions_angstrom": [[-0.3418, -0.4731, -0.7625], [-0.8050, 0.9892, -0.7396], [-0.0813, 1.9727, -0.1652], [0.9177, -0.8098, -0.0312], [0.9407, -0.9417, 1.4695], [-2.0950, -1.2203, 0.6059], [-0.0696, -0.5416, -1.7906], [-1.8422, 1.1168, -1.1184], [0.9701, 1.7249, 0.1605], [-0.3405, 3.0048, -0.2291], [1.8949, -1.6652, 1.8346], [-0.0049, -0.4356, 2.1501], [-1.5050, -1.7922, -0.5331], [2.3620, -0.9289, -0.8509]],
  "energy_ha": -1065.63462,
  "smiles": "C=C[C@H](S)C(=S)C=O",
  "relative_energy_kj_mol": 247.1,
  "orbital_gap_ev": 7.64
}

=====

{
  "formula": "C6H10N3O2",
  "method": "the ωB97M-V functional and the def2-TZVPD basis",
  "species": ["C", "C", "C", "C", "C", "C", "N", "N", "N", "O", "O", "H", "H", "H", "H", "H", "H", "H", "H", "H", "H"],
  "positions_angstrom": [[-2.3674, 0.8044, 0.2994], [-1.5640, -1.3746, -0.4028], [0.9460, -0.1403, 0.7266], [1.1155, 0.2685, -0.6923], [1.2372, -1.5747, 1.0416], [1.5869, 1.6247, -1.1178], [-2.5399, -0.6164, -0.1631], [-1.0842, 1.1086, 0.2423], [-0.2613, 0.0588, -0.0909], [-3.3382, 1.3814, 0.6676], [-1.0926, -2.3617, -0.6993], [1.0651, 0.5625, 1.5447], [1.4683, -0.6280, -1.3029], [0.8824, -2.1351, 0.2338], [0.5999, -1.9414, 1.9961], [2.2434, -1.7586, 1.1529], [1.7258, 2.1945, -0.2662], [0.8771, 2.1070, -1.7605], [2.6574, 1.5749, -1.6744], [-3.4812, -0.9866, -0.5648], [-0.6765, 1.8322, 0.8300]],
  "energy_ha": -549.03429,
  "charge": 1,
  "relative_energy_kj_mol": 347.1,
  "orbital_gap_ev": 11.46
}

=====

{
  "formula": "C20H34BrClN3O4Sn",
  "method": "the ωB97M-V functional and the def2-TZVPD basis",
  "species": ["O", "C", "C", "C", "H", "C", "H", "C", "H", "C", "H", "C", "H", "H", "C", "C", "H", "H", "H", "C", "C", "H", "H", "H", "H", "Sn", "Cl", "C", "O", "N", "C", "C", "H", "H", "H", "H", "H", "H", "H", "H", "H", "C", "C", "N", "H", "C", "O", "H", "H", "H", "H", "H", "H", "C", "C", "N", "H", "C", "O", "H", "H", "H", "H", "Br"],
  "positions_angstrom": [[-0.6446, 0.5187, -3.1755], [0.1544, -0.3947, -3.1232], [-0.1979, -1.8237, -2.9985], [-1.3817, -2.3429, -2.4202], [-1.8081, -1.8280, -1.5716], [-1.9958, -3.4675, -2.9729], [-2.9941, -3.8098, -2.6063], [-1.3569, -4.1137, -4.0610], [-1.8763, -4.9357, -4.5771], [-0.0742, -3.7072, -4.5094], [0.4035, -4.2137, -5.3743], [0.5362, -2.6242, -3.8932], [1.5128, -2.2885, -4.2041], [1.2952, -0.3483, -2.8371], [2.8839, -0.2909, -0.6461], [1.8073, -1.0405, -0.0387], [3.7375, -0.9426, -0.8545], [3.1479, 0.4606, 0.0874], [2.7975, 0.3096, -1.5534], [1.5821, -2.3338, -0.1168], [2.6775, -3.2088, 0.2011], [0.6615, -2.8284, -0.4473], [2.9969, -3.8684, -0.6131], [2.4078, -3.7829, 1.0885], [3.5219, -2.5722, 0.4751], [0.7908, -0.2887, 1.5035], [2.5501, -0.9587, 3.0938], [-0.5361, -0.0437, 3.8138], [-0.2317, 0.8207, 2.8906], [-0.5764, 0.4174, 5.0224], [-0.4285, 1.8548, 5.2981], [-0.6789, -0.4831, 6.1155], [-0.7128, -1.1160, 3.5885], [-0.3664, 2.4768, 4.4019], [0.4577, 1.9986, 5.9084], [-1.2958, 2.1408, 5.8813], [-0.8107, -1.4851, 5.7118], [-1.5446, -0.1879, 6.7133], [0.2347, -0.4371, 6.7165], [-4.4454, 0.9781, -2.5795], [-5.0854, 0.9045, -0.2553], [-3.6185, 0.3043, -2.3284], [-4.1647, 0.3968, 0.0712], [-3.1570, 0.5269, -0.9666], [-2.7847, 0.4544, -3.0190], [-1.9980, 1.1991, -0.7519], [-1.2639, 1.0785, 0.2486], [-3.7883, 0.8347, 0.9977], [-1.7153, 1.9287, -1.5384], [-3.9769, -0.7220, -2.4364], [-4.4029, -0.6633, 0.2260], [2.7433, 4.8123, 1.1862], [1.5546, 5.5849, -1.0945], [3.0364, 3.9604, 0.5672], [1.7843, 4.5826, -1.4712], [1.9767, 3.6507, -0.3783], [3.2380, 3.0942, 1.1986], [1.2118, 2.5756, -0.2406], [1.4201, 1.7136, 0.6625], [0.9729, 4.2534, -2.1172], [0.3804, 2.4696, -0.9447], [3.9237, 4.2450, 0.0031], [2.7081, 4.6732, -2.0546], [-1.1951, -2.0674, 1.0983]],
  "energy_ha": -4496.03093,
  "charge": -1,
  "orbital_gap_ev": [2.52, 2.59]
}

=====

{
  "formula": "C3H5NO2",
  "method": "the ωB97M-V functional and the def2-TZVPD basis",
  "species": ["C", "C", "O", "N", "C", "O", "H", "H", "H", "H", "H"],
  "positions_angstrom": [[1.5603, -0.7580, 0.1327], [0.1341, 0.0529, -1.0053], [0.1739, -1.1332, -0.3720], [-0.8130, 0.8643, -0.4719], [-1.9030, 0.5694, 0.3509], [-2.7408, 1.3950, 0.6165], [2.2982, -0.9482, -0.6480], [1.5876, -1.4361, 0.9676], [1.7237, 0.2722, 0.5199], [-0.7770, 1.8143, -0.8157], [-1.9232, -0.4733, 0.6927]],
  "energy_ha": -322.43473,
  "relative_energy_kj_mol": 366.5,
  "orbital_gap_ev": 9.26
}

=====

{
  "formula": "C2H5N",
  "method": "the ωB97M-V functional and the def2-TZVPD basis",
  "species": ["C", "C", "N", "H", "H", "H", "H", "H"],
  "positions_angstrom": [[-0.8718, 0.4310, -0.4670], [-0.2516, -0.5323, 0.2518], [1.2412, -0.3518, 0.5032], [-1.8534, 0.7415, -0.1399], [-0.1770, 1.0077, -1.0573], [-0.4066, -1.5362, 0.5891], [1.4005, 0.5903, 0.8212], [0.9186, -0.3503, -0.5011]],
  "energy_ha": -133.81727,
  "relative_energy_kj_mol": 305.0,
  "orbital_gap_ev": 10.02
}